1.
Density functional theory data (the ωB97M-V functional and the def2-TZVPD basis) for a molecular structure, C4H4BiLiO5 in a non-equilibrium geometry.

XYZ file:
```
15
Properties=species:S:1:pos:R:3:lowdin_charge:R:1
O 0.6277 1.2104 1.7211 -0.3332
C 0.7931 0.0300 2.2208 -0.7618
O 1.7427 -0.2072 2.9685 0.1194
O -0.1913 -0.8327 2.0059 -0.0452
C -1.5166 -0.7134 2.5944 -0.1865
C -2.5126 -0.2049 1.5676 -0.1523
H -1.4698 -0.0175 3.4433 0.1529
H -1.7337 -1.7339 2.9347 0.1566
H -3.0482 0.6742 1.9639 0.0715
H -3.4022 -0.8329 1.7109 0.1080
O -3.1989 -1.3592 -0.4996 0.2166
O -1.7374 0.1471 -1.2128 -0.2028
C -2.5407 -0.7544 -1.3428 -0.1596
Li 2.5694 1.5002 2.2642 0.8812
Bi -0.8269 1.1969 0.3366 2.1352
```

Results
Largest force on an atom in eV/A: 8.5
HOMO energy (spin up / spin down) in hartree: -0.6612 / -0.6613
Total charge: +2
Energy in hartree: -752.4020
Relative energy (zero: lowest compared OMol25 entry of this formula, charge and spin) in kcal per mole: 78.0

---

2.
Density functional theory data (the ωB97M-V functional and the def2-TZVPD basis) for 4 unconnected molecules or ions with the total composition C34H55F9O15S in a non-equilibrium geometry.

XYZ file:
```
114
Properties=species:S:1:pos:R:3:lowdin_charge:R:1
C -0.4572 0.7834 -3.3700 -0.0797
C -1.4837 -0.3208 -2.6975 -0.2405
O -1.7592 -0.0306 -1.2653 -0.2248
C -2.8505 -0.9420 -0.8259 -0.1720
C -3.3827 -0.5782 0.6890 -0.1579
O -2.4021 0.2125 1.4863 -0.2001
C -1.4038 -0.7386 2.0533 -0.1414
C 0.0789 0.0181 1.9082 -0.1513
O 0.0438 1.1371 0.9347 -0.2130
C 1.0683 2.1229 1.3540 -0.1172
C 1.5026 2.9301 -0.0450 -0.1983
C 3.0873 2.7715 -0.4259 -0.1315
C 3.6774 1.2453 -0.3655 -0.1685
C 3.6872 0.4748 -1.8499 -0.1851
C 5.1182 0.5426 -2.6219 -0.0819
C 5.5928 -0.8172 -3.4019 -0.1896
F 7.0119 -1.0540 -2.9265 -0.0210
F 4.8705 -2.0622 -2.9639 -0.0020
C 5.7218 -0.6495 -5.0229 -0.2185
F 6.7492 -1.6645 -5.4669 0.0014
F 6.2860 0.6746 -5.4484 0.0128
S 4.1935 -0.9580 -6.0289 1.0808
F 4.1662 -2.6458 -5.7477 -0.1706
F 5.2144 -1.2353 -7.4093 -0.1970
F 4.1783 0.7292 -6.4638 -0.2103
F 3.0988 -0.5894 -4.7715 -0.1861
F 2.8391 -1.1679 -7.0670 -0.1810
O 1.1067 4.3538 0.2175 -0.0877
C 1.4501 5.2108 -0.9274 -0.2244
O 2.5483 5.9732 -0.8435 -0.0032
C 0.5164 5.3146 -2.2753 -0.0965
O -0.8530 4.8289 -2.0434 -0.1473
C -1.6778 4.8714 -3.2608 -0.1365
C -1.3061 5.6975 -4.6272 -0.0214
C -2.2771 5.6671 -5.9777 -0.0609
C -3.6692 4.7986 -5.9791 -0.0834
C -4.0708 3.9932 -4.6027 -0.0685
C -3.1130 4.0277 -3.2711 0.0044
H 0.6725 0.4451 -3.3294 0.0559
H -0.5391 1.7623 -2.7196 0.0694
H -0.7115 0.9695 -4.5101 0.0922
H -2.5057 -0.2235 -3.2939 0.1194
H -1.1242 -1.4415 -2.8223 0.1297
H -3.7514 -0.7590 -1.5611 0.1166
H -2.4398 -2.0540 -0.9236 0.1368
H -4.3851 0.0456 0.6043 0.1356
H -3.6674 -1.5857 1.2556 0.1343
H -1.3143 -1.7095 1.3799 0.1272
H -1.6223 -1.0025 3.1913 0.1421
H 0.4067 0.5124 2.9438 0.1335
H 0.8402 -0.8145 1.5552 0.1292
H 1.9861 1.6540 1.9118 0.1278
H 0.5217 2.8894 2.0805 0.1573
H 0.7812 2.5680 -0.9224 0.1580
H 3.2109 3.1320 -1.5572 0.1265
H 3.6939 3.5038 0.2758 0.1246
H 3.1223 0.5192 0.3648 0.1031
H 4.7915 1.3365 0.0541 0.1211
H 3.2300 -0.5867 -1.6874 0.1194
H 2.8995 1.0796 -2.5038 0.1025
H 5.0729 1.4895 -3.3476 0.1479
H 5.9383 0.8353 -1.8059 0.1423
H 0.4146 6.4750 -2.5360 0.1555
H 1.0701 4.8017 -3.1746 0.1551
H -0.3249 6.3460 -4.7269 0.0830
H -1.9424 6.2600 -6.9355 0.0835
H -4.3182 4.7671 -6.9537 0.0795
H -5.0703 3.3648 -4.5806 0.0854
H -3.4139 3.4576 -2.2870 0.0987
C -5.1099 -7.6265 -0.1219 -0.0667
C -4.8126 -6.3928 0.7111 -0.2185
O -4.5548 -5.2634 -0.1320 0.0181
C -5.6520 -4.6481 -0.6385 -0.5490
O -6.8139 -4.9660 -0.4325 0.1088
O -5.2368 -3.6303 -1.4327 -0.0214
C -6.2967 -2.9422 -2.0924 -0.0512
H -4.3121 -7.8009 -0.8514 0.0824
H -5.2078 -8.5099 0.5155 0.0814
H -6.0381 -7.5067 -0.6898 0.0763
H -3.9059 -6.5621 1.3012 0.1185
H -5.6219 -6.1779 1.4187 0.1255
H -7.0592 -2.6077 -1.3805 0.0995
H -6.7395 -3.5867 -2.8577 0.1005
H -5.8763 -2.0599 -2.5837 0.0861
C 4.9194 2.6292 6.6495 -0.0710
C 4.0951 3.8442 7.0355 -0.2212
O 4.2599 4.8934 6.0738 0.0229
C 3.5290 4.7673 4.9386 -0.5482
O 2.7544 3.8582 4.6794 0.0974
O 3.8227 5.8144 4.1285 -0.0047
C 3.1737 5.7642 2.8603 -0.0469
H 5.9652 2.9089 6.4852 0.0819
H 4.8744 1.8662 7.4317 0.0792
H 4.5591 2.1868 5.7153 0.0738
H 4.4498 4.2344 7.9951 0.1229
H 3.0361 3.5907 7.1625 0.1239
H 2.0914 5.6361 2.9707 0.0986
H 3.5984 4.9566 2.2565 0.0844
H 3.3557 6.7129 2.3467 0.0989
C -2.8058 -5.9858 7.4247 -0.0689
C -3.4946 -5.3168 6.2489 -0.2203
O -2.5361 -4.6709 5.4021 0.0211
C -1.8731 -5.4833 4.5421 -0.5506
O -2.0289 -6.6901 4.4282 0.1030
O -0.9893 -4.7281 3.8439 -0.0129
C -0.1683 -5.4764 2.9506 -0.0503
H -2.1675 -5.2716 7.9553 0.0824
H -3.5416 -6.3926 8.1243 0.0805
H -2.1582 -6.8031 7.0917 0.0759
H -4.1687 -4.5369 6.6179 0.1236
H -4.1052 -6.0277 5.6799 0.1238
H -0.7714 -6.1032 2.2847 0.0941
H 0.5399 -6.0870 3.5188 0.1005
H 0.3984 -4.7705 2.3363 0.0926
```

Results
Largest force on an atom in eV/A: 8.5
HOMO energy in hartree: -0.3130
Total charge: 0
Energy in hartree: -3753.3259

---

3.
Density functional theory data (the ωB97M-V functional and the def2-TZVPD basis) for a single C4H10N4 molecule in a non-equilibrium geometry.

XYZ file:
```
18
Properties=species:S:1:pos:R:3:lowdin_charge:R:1
C 2.8395 -1.0617 -0.0966 -0.0525
C 1.8787 0.0068 0.4198 -0.3222
C 1.6277 1.3506 -0.1775 -0.1158
N 0.6962 0.2681 -0.3979 -0.1352
N -0.4299 0.3990 0.4261 0.0347
C -1.4319 -0.1319 -0.1608 -0.2175
N -2.6337 -0.2749 0.5097 -0.0878
N -3.7761 -0.1197 -0.3897 -0.0319
H 2.9118 -0.9489 -1.1888 0.0794
H 2.3818 -2.0427 0.0876 0.0730
H 3.8015 -1.0887 0.3551 0.0516
H 1.5250 -0.0143 1.4798 0.1354
H 2.1993 1.7157 -1.0002 0.0915
H 1.3186 2.0774 0.5780 0.1016
H -1.4765 -0.4653 -1.1792 0.1167
H -2.7120 0.4522 1.2080 0.1098
H -4.2726 0.7788 -0.3724 0.0711
H -4.4475 -0.9006 -0.1011 0.0982
```

Results
Largest force on an atom in eV/A: 2.7
HOMO energy in hartree: -0.3208
Total charge: 0
Energy in hartree: -377.3152
Relative energy (zero: lowest compared OMol25 entry of this formula, charge and spin) in kcal per mole: 82.6

---

4.
Density functional theory data (the ωB97M-V functional and the def2-TZVPD basis) for a molecular structure, C24H16F14LaN2O2S in a non-equilibrium geometry.

XYZ file:
```
60
Properties=species:S:1:pos:R:3:lowdin_charge:R:1
La -0.3984 -0.7554 -2.4055 2.1641
C -4.5330 1.6551 3.3973 -0.0857
C -3.3562 1.4121 2.5718 -0.3108
C -2.3532 0.5839 3.1139 -0.0411
C -1.3763 0.1335 2.2278 -0.0213
C -1.2385 0.4733 0.8207 -0.2387
N -0.2882 -0.0582 0.0074 -0.0870
C 0.8524 -0.5413 0.6225 -0.3174
C 1.4811 0.3814 1.4533 -0.0170
C 2.8194 0.1858 1.8958 -0.0477
C 3.3523 -1.0768 1.8017 -0.2920
C 4.5526 -1.3995 2.6408 -0.0731
C 2.5825 -1.9992 1.0622 0.0000
C 1.3652 -1.8080 0.4906 -0.1249
C 0.6427 -2.9518 -0.1641 -0.3804
O -0.2198 -2.7097 -1.1564 -0.3270
C -0.2005 -3.6007 1.0252 -0.4961
F 0.5080 -3.9432 2.1778 0.1018
F -1.1208 -2.7214 1.4586 0.1425
F -0.9281 -4.6142 0.5739 0.1621
C 1.6435 -4.1064 -0.7073 -0.5087
F 1.0421 -5.0002 -1.4759 0.1641
F 2.4995 -3.4058 -1.5073 0.1180
F 2.2841 -4.8364 0.2515 0.1172
C -2.2514 1.3519 0.3160 -0.0441
C -3.2123 1.8097 1.2306 -0.0042
C -2.4480 1.7800 -1.2023 -0.3385
O -2.0041 0.8197 -2.0042 -0.3688
C -3.9474 2.0583 -1.6487 -0.5250
F -4.8006 1.1998 -1.1236 0.1661
F -4.3703 3.3630 -1.2285 0.0500
F -4.1755 2.0031 -2.9298 0.1815
C -1.4952 3.0948 -1.4384 -0.5223
F -1.8920 4.2213 -0.7923 0.1258
F -0.2227 2.8389 -1.1184 0.1435
F -1.6054 3.3972 -2.7326 0.1374
H -4.4307 2.4829 4.1355 0.0861
H -5.0321 0.8075 3.7346 0.0498
H -5.2511 2.1168 2.6456 0.0918
H -2.3971 0.2815 4.1112 0.0854
H -0.6442 -0.6134 2.6190 0.1137
H 1.0133 1.2919 1.6733 0.1039
H 3.4178 1.0020 2.4104 0.1266
H 5.2494 -0.5410 2.6704 0.0710
H 5.0301 -2.3329 2.1884 0.0935
H 4.3988 -1.6321 3.7048 0.0737
H 3.0423 -2.9688 0.9700 0.1080
H -4.0268 2.3879 0.8211 0.0946
S 2.9038 3.3743 -2.6575 1.0274
C 3.4539 2.1882 -1.4788 -0.3648
C 2.7595 1.0672 -1.5130 -0.2154
N 1.7269 1.1058 -2.4393 -0.0849
C 1.7136 2.2283 -3.0717 -0.5233
H 4.2833 2.4150 -0.8814 0.0494
H 2.9929 0.1872 -0.9314 0.1089
H 0.8303 2.4429 -3.6641 0.0861
F -0.8044 -1.3958 -4.8582 -0.3314
C 0.7203 -1.2750 -4.7908 -0.3391
F 0.7902 0.0462 -5.2287 -0.1679
H 1.0722 -1.9014 -5.6735 0.0547
```

Results
Largest force on an atom in eV/A: 4.8
HOMO energy in hartree: -0.1431
Total charge: -1
Energy in hartree: -3012.2201

---

5.
Density functional theory data (the ωB97M-V functional and the def2-TZVPD basis) for a single C4H9NS3 molecule in a non-equilibrium geometry.

XYZ file:
```
17
Properties=species:S:1:pos:R:3:lowdin_charge:R:1
C 0.7767 1.4366 1.9766 -0.4119
S -0.2274 1.6869 0.5008 0.8105
C -0.1770 -0.0287 -0.1008 -0.9304
C -0.8238 0.0372 -1.4847 -0.3749
N -0.2080 1.0094 -2.4130 -0.0241
S -0.9880 -1.1219 1.0559 0.8807
C -0.1812 -2.6198 0.8570 -1.0402
S 0.9217 -3.0138 -0.2566 0.6309
H 0.9597 2.4450 2.3419 0.0271
H 0.1356 0.8731 2.6778 0.0174
H 1.7040 0.9058 1.6502 0.0580
H 0.8782 -0.3446 -0.2038 0.0493
H -1.9092 0.2525 -1.3755 0.1163
H -0.7448 -0.8648 -2.0389 0.0879
H -0.1847 1.9333 -1.9581 0.0237
H 0.7245 0.7940 -2.7281 0.0648
H -0.6563 -3.3803 1.4993 0.0148
```

Results
Largest force on an atom in eV/A: 1.7
HOMO energy in hartree: -0.3175
Total charge: 0
Energy in hartree: -1407.0952
Relative energy (zero: lowest compared OMol25 entry of this formula, charge and spin) in kcal per mole: 12.4

---

6.
Density functional theory data (the ωB97M-V functional and the def2-TZVPD basis) for a single C6H7N3O2 molecule.

XYZ file:
```
18
Properties=species:S:1:pos:R:3:lowdin_charge:R:1
N 3.2734 0.8628 0.3996 0.0337
N 2.1638 0.6801 -0.4602 0.0028
C 1.1176 1.5615 -0.2312 -0.5233
O 1.1069 2.5187 0.4809 0.1512
O 0.0245 1.2086 -1.0263 0.0477
C -0.8060 0.2328 -0.5018 -0.2679
C -1.7639 0.5765 0.4362 0.0228
C -2.5869 -0.4351 0.9152 -0.1322
N -2.5045 -1.7019 0.5223 0.0547
C -1.5857 -2.0075 -0.3847 -0.1411
C -0.7094 -1.0786 -0.9352 -0.0018
H 4.0794 0.4532 -0.0508 0.0806
H 3.1237 0.4212 1.3001 0.0884
H 1.8132 -0.2725 -0.4993 0.1233
H -1.8585 1.5957 0.7870 0.1261
H -3.3501 -0.2022 1.6502 0.1086
H -1.5378 -3.0442 -0.7015 0.1073
H 0.0004 -1.3691 -1.7005 0.1191
```

Results
Largest force on an atom in eV/A: 0.8
HOMO energy in hartree: -0.3738
Total charge: 0
Energy in hartree: -547.5577
Relative energy (zero: lowest compared OMol25 entry of this formula, charge and spin) in kcal per mole: 16.8